Density functional theory data (ωB97M-V/def2-TZVPD) for the molecule C10H17NOS in a non-equilibrium geometry.

ORCA input file:
```
! RIJCOSX wB97M-V def2-TZVPD def2/J DEFGRID3
* xyz 0 1
C 1.1536 0.2634 0.2016
C 2.5697 0.3543 0.0555
C -0.4793 -1.4962 0.8390
C 3.2544 1.6383 -0.2820
C -0.2592 1.9473 -1.2020
C -0.7520 1.5983 1.1667
C -2.7759 -1.9931 1.1287
C -1.7755 -2.2345 -1.1743
C 0.4014 1.6036 0.1652
C -1.5134 -2.4185 0.3487
N 0.4306 -0.7827 0.4013
O 4.9364 -0.6524 -0.3023
S 3.5186 -1.1060 -0.0068
H 4.2417 1.4187 -0.6884
H 3.4613 2.1720 0.6187
H 2.8062 2.1381 -1.1833
H -1.2146 2.2605 -0.9077
H -0.3971 1.1625 -1.8474
H 0.2990 2.6331 -1.8293
H -1.3347 2.4476 1.1692
H -0.4667 1.4987 2.2955
H -1.4709 0.7801 0.9932
H -2.5707 -2.1047 2.2515
H -3.5819 -2.5833 0.6623
H -2.9229 -1.0096 0.7347
H -1.2785 -3.1306 -1.6831
H -1.3096 -1.2746 -1.4383
H -2.7412 -2.2644 -1.5269
H 0.9335 2.5371 0.4943
H -1.1622 -3.4032 0.5456
*
```

## Properties
HOMO-LUMO gap (alpha / beta) = 7.0 / 6.6 eV
relative energy (zero: lowest compared OMol25 entry of this formula, charge and spin) = 105.1 kcal/mol
LUMO (alpha / beta) = -0.335 / -0.397 eV
HOMO (alpha / beta) = -7.290 / -7.046 eV
electronic energy = -25013.7637 eV